Here is the molecule C4H2Cl3NOS at a distorted geometry from OMol25. Energies are from ωB97M-V with the def2-TZVPD basis set.

The calculation puts the HOMO-LUMO gap at 0.31797 Eh. The value obtained for the max |F| is 5.03 eV Å⁻¹. For the LUMO energy, the calculation gives -0.84 eV.

ORCA input file:
```
! wB97M-V def2-TZVPD RIJCOSX def2/J DEFGRID3
* xyz 0 1
C -0.659 -0.066 -0.314
C 0.637 0.302 -0.197
C -0.546 1.051 -2.191
C -1.151 1.830 -3.758
N -1.332 0.426 -1.441
O 2.015 0.603 -2.470
S 1.134 1.372 -1.550
Cl -0.286 0.999 -4.974
Cl -2.855 1.669 -3.785
Cl -0.660 3.460 -3.567
H -1.239 -0.725 0.413
H 1.192 -0.011 0.656
*
```

Atomic partial charges in e from the Mulliken method, atoms 1 to 2:
1 C -0.212
2 C -0.391